Formula: C9H8FN3S
Source: the Open Molecules 2025 dataset
Level of theory: wB97M-V/def2-TZVPD

Last column: natural (NBO) charge in e.
Atoms and positions in Å:
C: 0.9747 0.2985 -0.9069  -0.146
H: 0.6254 -1.7111 -0.9751  0.395
C: -2.1036 -0.6694 1.2202  -0.166
N: 2.3336 -1.4323 0.0796  0.274
C: 1.7805 1.2529 -0.0760  -0.138
H: -3.5375 1.2652 -1.0873  0.216
N: 1.4978 -1.0882 -0.9598  -0.451
H: -2.3199 -1.4404 2.0266  0.217
H: -4.0440 -0.0859 0.8092  0.212
C: -2.7748 0.6973 -0.5917  -0.169
C: -0.7567 -0.6478 0.7997  -0.247
H: -0.0570 -1.2544 1.2738  0.219
C: -0.4452 0.2357 -0.2332  -0.010
C: -1.4294 0.7812 -1.0220  -0.225
C: 2.6390 0.6445 0.9015  -0.102
F: 3.3029 -2.4253 -0.3405  -0.241
C: -3.0629 0.0059 0.5673  -0.231
S: 1.6703 2.8728 -0.2928  0.037
H: 0.7860 0.5558 -1.9710  0.240
H: 3.1039 1.2741 1.7042  0.233
H: -1.1306 1.4962 -1.7229  0.220
N: 2.9475 -0.6252 0.7971  -0.138

Atoms 1-3, force components in eV/Å:
C -1.316 -0.623 0.340
H 2.065 0.778 0.317
C 2.386 -3.005 1.797

Results
SMILES ... FN1N=CC(=S)[C@H](c2ccccc2)N1
Highest occupied orbital energy (alpha / beta) ... -0.318 / -0.318 Eh

Formula: C9H8FNO2
Source: the Open Molecules 2025 dataset
Level of theory: wB97M-V/def2-TZVPD

Last column: natural (NBO) charge in e.
Atoms and positions in Å:
C: -1.7046 0.5129 -0.1461  0.002
C: -3.0894 1.1801 -0.2339  -0.634
C: 0.6496 -0.5282 0.1736  -0.089
C: -0.3230 -1.4236 -0.1008  -0.126
H: 2.2782 -2.8071 0.3687  0.426
O: 2.7897 0.3669 0.4531  -0.452
N: 2.5720 -1.9179 0.7949  -0.772
H: -2.4790 -1.3505 -0.3002  0.217
C: 0.5383 0.8939 0.1999  -0.169
O: 2.1980 2.5650 0.4466  -0.488
F: 2.2260 -0.9841 -1.7084  -0.720
H: -0.7840 2.5072 -0.4141  0.239
H: -3.0421 1.6655 -1.2662  0.234
C: 2.0540 -0.7517 0.3172  0.773
C: -0.6609 1.4329 -0.0948  -0.124
H: 3.5738 -1.8367 0.9894  0.411
C: -1.5914 -0.8342 -0.1953  -0.189
C: 1.8599 1.4282 0.3375  0.791
H: -3.2455 1.9171 0.5832  0.225
H: 0.0023 -2.4194 -0.2108  0.225
H: -3.8219 0.3837 0.0066  0.217

Atoms 1-3, force components in eV/Å:
C -2.093 2.723 -0.009
C 0.788 -0.479 -0.135
C 0.750 2.145 0.163

Results
Highest occupied orbital energy ... -0.346 Eh
Energy relative to the best compared isomer or geometry (same formula, charge and spin) ... 149.9 kJ/mol

Formula: C9H8N2
Source: the Open Molecules 2025 dataset
Level of theory: wB97M-V/def2-TZVPD

Last column: natural (NBO) charge in e.
Atoms and positions in Å:
C: -1.3503 1.1929 0.3336  -0.145
C: -1.8250 -1.4560 -0.4379  -0.207
H: 0.1942 -1.5653 -0.8346  0.215
H: -3.4335 1.2576 0.9004  0.219
H: 2.3712 2.3558 -0.0236  0.346
C: -2.8862 -0.6437 0.0734  -0.186
C: -0.3070 0.4568 -0.2111  -0.157
C: 1.0585 1.0343 -0.1741  0.343
N: 2.4774 -1.7961 1.1399  -0.309
N: 1.4039 2.1940 0.0825  -0.594
C: 2.1205 0.0163 -0.7254  -0.598
H: 2.9811 0.5827 -1.1746  0.260
C: 2.3630 -1.0320 0.2559  0.275
H: -1.0291 2.1866 0.6983  0.237
H: -3.9140 -0.9165 0.1838  0.217
H: -2.0132 -2.5425 -0.6931  0.229
H: 1.7063 -0.4934 -1.6163  0.261
C: -2.6128 0.6561 0.4771  -0.221
C: -0.5660 -0.8330 -0.5912  -0.183

Atoms 1-3, force components in eV/Å:
C 0.688 1.069 0.466
C -1.314 0.880 0.244
H 0.229 0.424 -0.323

Results
SMILES ... [H]/N=C(\CC#N)c1ccccc1
Highest occupied orbital energy ... -0.352 Eh
Energy relative to the best compared isomer or geometry (same formula, charge and spin) ... 150.0 kJ/mol

Formula: C9H8N2
Source: the Open Molecules 2025 dataset
Level of theory: wB97M-V/def2-TZVPD

Last column: natural (NBO) charge in e.
Atoms and positions in Å:
H: -3.5447 -0.8890 0.5949  0.222
N: 1.7176 -1.0448 0.7120  -0.567
C: -0.4361 0.1791 0.0437  -0.056
H: 3.4271 -1.5598 -2.1708  0.225
C: -1.7793 2.1880 0.4220  -0.219
C: -2.7787 -0.0998 0.5014  -0.216
H: 1.4688 -0.9837 1.6890  0.425
H: -1.7959 3.2435 0.7943  0.220
C: -1.5576 -0.6461 0.1707  -0.211
C: -2.9134 1.3330 0.6511  -0.203
H: -3.9260 1.8910 0.9041  0.225
C: 2.8472 -1.4605 0.0777  -0.089
H: 0.3113 2.1958 0.1999  0.214
H: 3.7516 -1.9838 0.4690  0.227
C: 2.7328 -1.0942 -1.2852  -0.138
H: -1.6016 -1.7032 0.0481  0.222
N: 1.4941 -0.4095 -1.4546  -0.441
C: -0.5229 1.5969 0.1978  -0.187
C: 0.9793 -0.3350 -0.3341  0.349

Atoms 1-3, force components in eV/Å:
H -0.213 1.227 0.174
N -0.863 1.606 -2.008
C 1.985 1.153 -0.791

Results
SMILES ... c1ccc(-c2ncc[nH]2)cc1
Highest occupied orbital energy ... -0.314 Eh
Energy relative to the best compared isomer or geometry (same formula, charge and spin) ... 176.0 kJ/mol

Formula: C9H8N2O
Source: the Open Molecules 2025 dataset
Level of theory: wB97M-V/def2-TZVPD

Last column: natural (NBO) charge in e.
Atoms and positions in Å:
C: 2.3362 -1.1301 -0.2207  -0.197
H: 3.4072 -1.2522 -0.2765  0.218
N: -3.3756 -2.7909 0.3007  -0.258
C: -2.2912 1.8678 0.1366  -0.459
H: -1.4420 1.7733 0.8113  0.224
N: -2.8612 0.5789 -0.1432  0.130
C: 0.1770 -2.0167 0.3284  -0.165
H: -0.4412 -2.8241 0.6910  0.228
H: -0.0637 1.1260 -0.9441  0.202
C: 1.5418 -2.1661 0.2528  -0.204
H: 2.3513 0.8527 -1.0217  0.218
C: 0.3720 0.2162 -0.5660  -0.141
C: -0.4415 -0.8132 -0.0737  -0.147
H: -3.0664 2.4897 0.5894  0.236
H: 1.9937 -3.0974 0.5589  0.221
C: 1.7418 0.0514 -0.6328  -0.222
O: -4.0706 0.4176 -0.2821  -0.338
H: -1.9709 2.3472 -0.7912  0.214
C: -1.8519 -0.7927 0.0072  0.044
C: -2.6772 -1.8901 0.1374  0.193

Atoms 1-3, force components in eV/Å:
C 0.015 -0.017 0.010
H 0.083 0.012 -0.021
N -0.271 -0.422 -0.010

Results
SMILES ... C/[N+]([O-])=C(/C#N)c1ccccc1
Highest occupied orbital energy (alpha / beta) ... -0.307 / -0.302 Eh
Energy relative to the best compared isomer or geometry (same formula, charge and spin) ... 451.3 kJ/mol

Formula: C9H8N2O
Source: the Open Molecules 2025 dataset
Level of theory: wB97M-V/def2-TZVPD

Last column: natural (NBO) charge in e.
Atoms and positions in Å:
C: 2.8915 1.0767 -0.2895  -0.257
C: -1.9818 -0.1851 -0.1956  0.105
H: -4.0006 -0.7648 -1.1058  0.226
H: 2.1775 -2.2667 0.0571  0.202
H: 1.3619 2.7777 0.2486  0.268
H: -4.0533 -0.0020 1.3328  0.281
C: -3.6418 0.1925 0.0061  -0.703
N: -1.6513 -1.3731 -0.0279  -0.201
C: -1.0052 0.9497 -0.0833  0.453
H: -3.7564 1.3985 -0.5649  0.272
C: 1.5671 1.6070 0.1008  -0.128
C: 3.0594 -0.3786 -0.0769  -0.166
H: 3.9790 -0.9392 0.2356  0.226
C: 1.9844 -1.2723 0.0504  -0.254
O: -1.2862 2.1752 0.1016  -0.579
N: -0.3799 -1.6964 0.0410  -0.341
H: -0.2703 -2.6048 -0.0018  0.384
H: 3.8910 1.5536 -0.1849  0.230
C: 0.4495 0.5595 0.1753  -0.167
C: 0.6656 -0.8076 0.1814  0.152

Atoms 1-3, force components in eV/Å:
C -1.675 -1.392 3.742
C -3.432 4.473 1.756
H 0.209 2.870 3.956

Results
Highest occupied orbital energy ... -0.317 Eh
Energy relative to the best compared isomer or geometry (same formula, charge and spin) ... 717.0 kJ/mol

Formula: C9H8N2O2
Source: the Open Molecules 2025 dataset
Level of theory: wB97M-V/def2-TZVPD

Last column: natural (NBO) charge in e.
Atoms and positions in Å:
N: 2.5099 0.0763 0.0689  -0.737
C: -0.5942 -0.4340 -0.3522  0.051
H: 3.4228 -1.3594 0.8861  0.243
O: 1.9282 2.1139 -0.8289  -0.530
C: -2.1146 1.8750 0.1934  -0.215
H: -3.8824 0.5580 0.1216  0.228
H: 1.6362 -3.1468 -0.7141  0.208
C: -0.7107 1.9137 -0.0082  -0.142
H: 3.7099 0.4415 -0.2257  0.421
C: 1.5225 1.1526 -0.4480  0.728
H: 1.4581 -1.0104 1.5528  0.217
H: -0.2036 3.1026 0.1202  0.227
C: 0.0255 0.9368 -0.2089  -0.207
O: -2.6241 -1.6815 -0.4453  -0.670
C: 2.0945 -1.1746 0.6579  -0.292
H: -2.7196 2.5625 0.6155  0.220
N: 0.0014 -1.7792 -0.5799  -0.439
H: -2.1713 -2.2754 0.0646  0.475
C: -2.6542 0.6458 0.0493  -0.216
C: -1.9173 -0.4750 -0.2031  0.300
C: 1.2830 -2.0425 -0.3160  0.129

Atoms 1-3, force components in eV/Å:
N 0.947 4.886 -2.943
C 3.589 -0.142 0.948
H -4.557 -1.289 0.075

Results
Highest occupied orbital energy ... -0.326 Eh
Energy relative to the best compared isomer or geometry (same formula, charge and spin) ... 696.7 kJ/mol

Formula: C9H8N2O4Ru
Source: the Open Molecules 2025 dataset
Level of theory: wB97M-V/def2-TZVPD

Last column: natural (NBO) charge in e.
Atoms and positions in Å:
C: -0.9552 -0.3611 2.4193  0.022
H: -1.5709 1.2098 1.0789  0.274
C: 0.0407 -1.3347 2.6471  0.109
C: -0.0242 2.6653 -0.9359  0.457
O: 0.0421 3.7119 -0.4622  -0.271
H: 1.6438 -2.4819 1.6151  0.304
N: -0.0792 0.0807 0.2251  -0.438
C: -1.9146 0.4296 -2.0717  0.506
H: 1.4566 -1.1611 -0.4409  0.272
C: 0.7727 -0.9571 0.3934  0.255
C: -0.9253 0.3565 1.2307  0.202
H: 0.9690 -2.6441 3.9215  0.470
O: -0.0189 2.7205 -4.5041  -0.277
O: -3.0330 0.1120 -2.1126  -0.301
Ru: -0.0472 1.0331 -1.9002  0.175
H: -0.0943 -0.3944 -3.4870  0.091
N: 0.1876 -2.0065 3.8066  -0.367
H: -1.6582 -0.0525 3.1738  0.301
C: 1.8645 0.6967 -2.1055  0.451
C: -0.0659 2.0742 -3.5336  0.559
C: 0.8586 -1.7157 1.5536  0.021
O: 3.0212 0.5970 -2.2348  -0.300
H: -0.0986 -0.8537 -2.8806  0.016
H: -0.3709 -1.7245 4.6039  0.469

Atoms 1-3, force components in eV/Å:
C 0.129 -0.363 1.625
H -0.239 0.158 0.087
C 0.091 -1.697 1.045

Results
Multiplicity ... 6
Highest occupied orbital energy (alpha / beta) ... -0.641 / -0.785 Eh
Total charge ... +3
Energy relative to the best compared isomer or geometry (same formula, charge and spin) ... 0.0 kJ/mol

Formula: C9H8NO3S
Source: the Open Molecules 2025 dataset
Level of theory: wB97M-V/def2-TZVPD

Last column: natural (NBO) charge in e.
Atoms and positions in Å:
H: -2.5895 -2.2950 1.1201  0.244
O: -3.6589 1.7880 -0.4859  -0.966
O: -3.2074 0.2371 1.3339  -0.975
S: -2.7076 0.9797 0.1636  2.317
C: 1.0640 2.3264 0.1042  -0.233
O: -2.3303 -0.2355 -0.9533  -0.714
H: -3.4779 -2.2989 -0.4900  0.220
H: 0.8587 3.3986 0.0184  0.190
H: 3.1785 2.7185 -0.5032  0.195
N: -0.4189 -1.1000 0.0457  -0.511
C: 0.4366 -0.0303 0.0334  0.121
H: -1.5275 2.9452 0.2707  0.234
C: 2.4527 1.9571 -0.1797  -0.223
H: -1.9080 -3.2729 -0.0924  0.211
H: 2.0049 -1.3743 -0.1749  0.200
C: 1.7944 -0.3439 -0.0627  -0.196
C: 0.0121 1.3287 0.1748  -0.080
C: -1.6474 -1.1727 -0.2896  0.548
C: -2.5145 -2.3403 0.0782  -0.673
H: 3.6799 0.2567 -0.5133  0.185
C: 2.7321 0.6021 -0.2152  -0.317
C: -1.2282 1.8425 0.4356  -0.777

Atoms 1-3, force components in eV/Å:
H -0.876 0.107 1.598
O -1.498 1.337 -1.158
O 0.694 0.512 -1.317

Results
Highest occupied orbital energy ... -0.109 Eh
Total charge ... -1
Energy relative to the best compared isomer or geometry (same formula, charge and spin) ... 225.5 kJ/mol

Formula: C9H8NO4P
Source: the Open Molecules 2025 dataset
Level of theory: wB97M-V/def2-TZVPD

Last column: natural (NBO) charge in e.
Atoms and positions in Å:
C: -0.0689 -3.0203 -0.6958  0.130
C: 1.2173 1.2195 1.4543  -0.275
C: -0.8778 2.3558 1.7877  -0.022
H: 0.7442 -3.1101 0.0395  0.131
C: -0.5967 0.9253 -0.0809  -0.235
H: 2.7667 -1.4101 -1.3032  0.149
C: 2.5742 -0.7186 -0.4990  0.648
H: -0.8660 0.4548 -0.9038  0.215
H: -2.3137 1.8892 0.2477  0.226
C: 0.7209 0.6975 0.3017  0.314
H: 2.2750 0.9242 1.8359  0.270
C: -1.3880 1.7619 0.6204  -0.145
H: -1.3160 -2.1170 -4.2958  0.245
O: -1.0100 -3.7069 -0.4134  -0.494
C: -1.3067 -2.3001 -3.1524  -0.794
O: -2.7170 3.5071 2.3458  -0.295
C: 0.3776 1.9815 2.2421  -0.140
H: 0.7154 2.4777 3.1918  0.243
O: 1.3123 -0.2203 -0.5678  -0.518
H: -2.2574 -2.4056 -2.6547  0.230
N: -1.5243 3.3113 2.5884  0.121
O: 3.3921 -0.3373 0.2794  -0.548
P: 0.1466 -2.1596 -2.3680  0.544

Atoms 1-3, force components in eV/Å:
C -0.749 -0.395 0.272
C 3.141 -1.179 1.850
C 0.187 -0.931 -0.491

Results
SMILES ... O=COc1ccc(N=O)cc1.C=PC=O
Highest occupied orbital energy (alpha / beta) ... -0.344 / -0.344 Eh

Formula: C9H8NOS
Source: the Open Molecules 2025 dataset
Level of theory: wB97M-V/def2-TZVPD

Last column: natural (NBO) charge in e.
Atoms and positions in Å:
H: 2.1345 -2.5665 -1.6489  0.263
C: -2.1283 -0.5197 0.3674  -0.157
C: -0.1782 0.8695 -0.1474  -0.247
H: -2.7208 2.8798 0.4477  0.241
C: -2.9077 0.6631 0.4296  -0.170
C: -2.2855 1.9085 0.2874  -0.177
H: -3.9389 0.8214 0.7260  0.252
C: -0.7266 -0.3733 0.1018  -0.065
H: -2.4183 -1.5165 0.6983  0.243
H: -0.3424 3.0006 0.0171  0.235
C: -0.8871 2.0154 0.0584  -0.174
H: 3.6525 -1.4040 -1.2831  0.265
S: 1.4407 0.8391 -0.7265  0.672
C: 2.6175 -1.9045 -0.8971  -0.696
H: 3.0064 -2.5512 -0.1850  0.255
H: -0.2677 -2.4981 -0.3032  0.270
N: 1.7231 1.2314 1.2789  0.273
C: 1.3688 -1.1244 -0.6160  -0.014
C: 0.1266 -1.4832 -0.2655  -0.197
O: 2.7311 1.7127 1.6604  -0.073

Atoms 1-3, force components in eV/Å:
H 1.307 -0.004 -0.228
C 1.325 1.209 0.665
C -0.709 0.168 -0.463

Results
Highest occupied orbital energy ... -0.468 Eh
Total charge ... +1
Energy relative to the best compared isomer or geometry (same formula, charge and spin) ... 60.1 kJ/mol